Record 1
Computed, not measured: a structure of composition C8H10INV, with the ωB97M-V functional and the def2-TZVPD basis.

**Net charge**: -2
**Spin multiplicity**: 4
**Energy above the lowest of the compared OMol25 structures with the same formula, charge and spin**: 0.0 kcal/mol
**HOMO level (spin up / spin down)**: 3.0768 / -1.3648 eV
**Maximum force**: 2.03 eV Å⁻¹

```
21
Properties=species:S:1:pos:R:3:forces:R:3
C 1.715 -0.578 -1.404 0.544 0.355 -0.146
C 1.722 -1.192 -0.125 0.598 0.208 0.838
C 2.003 -0.185 0.871 1.351 -0.936 -0.916
C 2.227 1.043 0.183 1.269 -0.477 -0.402
C 2.075 0.800 -1.222 0.708 -0.617 0.223
V 0.190 0.472 -0.170 -0.893 1.559 -0.935
C -1.223 -2.842 -0.462 -0.234 -0.345 -0.838
C -1.711 -2.958 -1.698 -0.153 1.479 1.088
C -2.307 -2.479 -2.777 0.361 0.249 -0.419
N -0.506 1.836 -0.886 -1.692 0.129 -0.844
H 2.118 -0.360 1.937 -0.248 0.140 -0.398
H 1.607 -2.251 0.079 -0.206 0.313 0.033
H 2.582 1.972 0.628 -0.511 -0.280 -0.094
H 2.241 1.529 -2.010 -0.387 -0.161 0.254
H 1.528 -1.084 -2.357 0.023 0.298 0.463
H -0.255 -3.237 -0.156 -0.077 0.382 -0.418
H -1.110 2.463 -1.432 0.673 -0.239 0.346
H -1.764 -2.322 0.338 -0.301 -0.652 -0.163
H -2.709 -3.049 -3.606 -0.461 -0.454 0.468
H -2.363 -1.390 -2.985 0.796 -0.590 0.310
I -0.787 0.386 2.184 -1.159 -0.362 1.549
```
Forces are in eV/Å.

---

Record 2
Computed, not measured: a structure of composition C8H10InN4S, with the ωB97M-V functional and the def2-TZVPD basis.

**Net charge**: +1
**Spin multiplicity**: 1
**HOMO level**: -12.0605 eV
**Maximum force**: 8.52 eV Å⁻¹

```
24
Properties=species:S:1:pos:R:3:forces:R:3
In 0.000 0.000 0.000 2.398 -4.563 0.395
C -1.259 4.045 -0.695 -0.255 0.002 -0.318
C -1.084 2.557 -0.496 -0.496 -0.863 1.138
N -0.004 2.042 0.000 1.107 0.954 -1.341
N 1.194 2.728 0.082 0.065 0.388 -0.242
C 2.322 2.081 -0.121 1.895 -1.284 1.743
N 3.550 2.768 0.066 -2.052 -1.636 -0.682
S 2.473 0.038 -0.226 -0.429 3.966 -0.178
C -2.187 1.483 -0.796 -3.585 0.654 2.071
C -3.501 2.014 -1.361 4.305 -1.303 1.473
C -4.408 1.069 -1.665 -0.592 -3.667 0.181
C -4.057 -0.357 -1.514 -2.664 2.556 -2.021
C -2.859 -0.740 -1.058 -0.074 -0.322 3.105
N -2.152 0.042 -0.226 1.160 7.034 -4.674
H -0.353 4.618 -0.409 -0.484 -0.705 -0.179
H -2.102 4.400 -0.062 0.399 -0.270 -0.465
H -1.487 4.258 -1.758 0.004 -0.032 0.551
H 3.581 3.741 0.396 -0.261 -0.824 -0.417
H 4.434 2.268 -0.119 -1.119 0.493 0.235
H -3.755 3.061 -1.471 0.643 0.020 -0.148
H -5.388 1.352 -2.036 0.059 -0.209 0.144
H -4.782 -1.133 -1.767 0.262 0.370 -0.369
H -2.572 -1.744 -0.946 0.020 -1.544 -0.141
H 0.000 -1.808 0.000 -0.308 0.783 0.139
```
Forces are in eV/Å.

---

Record 3
Computed, not measured: an isolated molecule of C8H10N2O2, with the ωB97M-V functional and the def2-TZVPD basis.

**Spin multiplicity**: 1
**Energy above the lowest of the compared OMol25 structures with the same formula, charge and spin**: 139.9 kcal/mol
**HOMO level (spin up / spin down)**: -7.8506 / -7.8489 eV
**Maximum force**: 5.19 eV Å⁻¹

```
22
Properties=species:S:1:pos:R:3:forces:R:3
H 2.409 -3.501 0.693 0.064 -0.111 0.070
N 2.159 -2.724 0.083 -0.359 -0.165 1.117
C 1.408 -1.899 0.687 0.707 1.703 -2.599
C 0.881 -0.772 -0.300 0.160 -1.068 -1.572
C -0.461 -1.310 -0.676 -1.021 0.305 0.033
C -1.634 -0.673 -0.555 1.602 1.115 0.415
C -1.631 0.720 0.006 -1.337 -1.332 0.029
C -2.977 1.330 0.268 0.409 0.074 -1.480
C -0.497 1.383 0.161 -0.354 -0.512 0.407
C 0.744 0.696 0.000 2.593 -0.332 -0.299
N 1.839 1.417 -0.049 2.034 0.782 0.235
O 1.990 2.647 0.009 -0.589 -0.230 0.229
O 3.135 0.725 -0.215 -4.070 -2.643 -1.828
H 1.023 -1.897 1.693 -0.002 -0.219 0.489
H 1.475 -0.961 -1.331 -0.765 0.650 2.569
H -0.352 -2.288 -1.078 -0.455 -0.747 -0.424
H -2.545 -1.040 -0.969 -0.492 -0.467 0.044
H -3.570 1.140 1.118 -0.170 -1.247 1.347
H -3.551 1.038 -0.588 -0.866 -0.168 -0.507
H -3.007 2.388 0.260 0.626 1.334 -0.232
H -0.589 2.369 0.532 0.628 0.931 0.234
H 3.752 1.212 0.250 1.660 2.348 1.724
```
Forces are in eV/Å.

---

Record 4
Computed, not measured: an isolated molecule of C8H10N2O2, with the ωB97M-V functional and the def2-TZVPD basis.

**Spin multiplicity**: 1
**Energy above the lowest of the compared OMol25 structures with the same formula, charge and spin**: 147.7 kcal/mol
**HOMO level**: -8.7919 eV
**Maximum force**: 5.46 eV Å⁻¹

```
22
Properties=species:S:1:pos:R:3:forces:R:3
C -1.698 -2.097 -0.323 1.029 0.396 -1.475
C -0.744 -0.984 0.081 -2.420 1.812 0.115
C -1.297 0.238 0.434 -0.566 -1.732 -0.342
C -0.698 1.416 0.882 2.787 3.962 2.530
C 0.547 1.940 0.562 -1.370 -3.689 -1.452
C 1.282 1.064 -0.491 -0.599 -1.080 -1.516
N 2.259 1.908 -1.090 4.446 0.869 -0.881
C 1.695 -0.450 0.045 -4.060 3.427 -0.970
N 3.032 -0.711 0.389 -0.402 0.120 0.895
O 3.346 -1.856 0.457 0.896 -2.576 -0.160
O 3.766 0.203 0.683 0.410 1.165 -0.013
C 0.623 -1.290 0.211 3.317 0.136 0.569
H -1.135 -2.815 -0.929 -0.042 0.050 -0.035
H -2.437 -1.653 -1.033 0.036 -0.617 1.070
H -2.042 -2.680 0.511 -0.774 0.096 0.373
H -2.384 0.395 0.557 0.351 -1.024 -0.529
H -1.254 1.979 1.701 0.336 -0.583 -1.412
H 1.047 2.884 0.772 -0.496 -0.268 0.548
H 0.568 0.797 -1.373 0.718 0.361 1.740
H 2.719 1.720 -2.089 -1.675 -0.112 3.172
H 3.081 2.075 -0.384 -1.970 -0.451 -2.023
H 0.850 -2.280 0.589 0.047 -0.260 -0.203
```
Forces are in eV/Å.

---

Record 5
Computed, not measured: an isolated molecule of C8H10N2O3, with the ωB97M-V functional and the def2-TZVPD basis.

**Spin multiplicity**: 1
**Energy above the lowest of the compared OMol25 structures with the same formula, charge and spin**: 177.8 kcal/mol
**HOMO level**: -9.3893 eV
**Maximum force**: 6.44 eV Å⁻¹

```
23
Properties=species:S:1:pos:R:3:forces:R:3
O 1.749 2.091 0.190 0.209 0.404 0.286
N 2.294 1.042 -0.045 0.171 -1.019 -1.198
O 3.505 0.813 0.001 -1.582 0.308 0.104
C 1.345 -0.105 -0.483 -1.751 -0.269 -0.780
C 2.145 -1.334 -0.724 -1.624 -2.908 2.122
C 1.858 -2.536 -0.061 2.686 3.969 -4.295
C 0.832 -2.451 0.882 -0.544 -3.931 2.544
N 0.137 -1.490 1.269 -1.751 -0.979 0.974
C 0.100 -0.304 0.612 3.203 4.675 0.323
O -1.066 -0.094 -0.081 -0.080 -1.216 0.332
C -1.535 1.221 -0.023 -1.143 -2.922 -0.843
C -2.750 1.353 -0.847 0.913 3.022 -0.736
C -2.835 1.417 0.630 0.590 0.741 -0.700
H 0.695 0.097 -1.484 2.022 0.353 2.181
H 2.839 -1.395 -1.503 1.147 0.440 -1.017
H 2.503 -3.360 -0.432 -1.105 0.106 1.031
H 0.641 -3.415 1.430 0.158 0.838 -0.232
H 0.270 0.576 1.439 -0.451 -1.867 -1.846
H -0.761 1.890 -0.063 1.491 1.991 0.030
H -3.126 0.630 -1.505 -0.310 -1.288 -0.326
H -2.663 2.344 -1.305 -0.819 -0.273 -0.132
H -2.934 2.400 0.969 -0.706 1.104 1.059
H -3.241 0.611 1.133 -0.724 -1.281 1.120
```
Forces are in eV/Å.

---

Record 6
Computed, not measured: an isolated molecule of C8H10N2O3S, with the ωB97M-V functional and the def2-TZVPD basis.

**Spin multiplicity**: 1
**Energy above the lowest of the compared OMol25 structures with the same formula, charge and spin**: 159.7 kcal/mol
**HOMO level**: -8.9669 eV
**Maximum force**: 5.49 eV Å⁻¹

```
24
Properties=species:S:1:pos:R:3:forces:R:3
C 0.103 -2.553 -0.649 0.307 -1.132 -0.334
C 1.301 -2.624 0.034 0.444 3.426 0.780
C -0.527 -1.395 -1.022 0.143 2.353 -1.357
C 1.941 -1.419 0.457 -3.706 -0.497 -2.133
C 0.151 -0.217 -0.671 0.403 -1.567 0.114
C 1.320 -0.234 0.095 -0.594 1.422 -0.468
C -1.493 1.369 0.093 -2.643 -0.481 4.782
C -1.132 0.745 1.615 -0.855 3.283 -3.290
N -2.554 2.039 -0.130 0.963 -1.591 -1.074
N -0.495 1.055 -0.923 -2.311 2.291 -0.264
O -1.134 0.958 -2.195 0.645 -1.857 -1.294
O 0.204 2.152 -0.773 1.673 0.340 -0.534
O 3.120 0.980 1.581 0.924 -0.148 -0.056
S 2.047 1.405 0.669 -0.923 -1.072 0.380
H -0.271 -3.483 -0.983 -0.694 -0.835 -0.256
H 1.755 -3.512 0.320 0.480 -1.712 0.198
H -1.373 -1.226 -1.765 0.963 -0.942 1.438
H 2.748 -1.316 1.065 2.490 -0.205 1.595
H -0.820 -0.209 1.380 0.019 -2.291 0.706
H -1.982 0.996 2.212 -0.786 -0.775 0.250
H -0.347 1.308 2.068 0.877 0.381 -0.067
H -3.282 1.975 0.600 1.163 0.442 -0.097
H -1.682 1.709 -2.451 0.119 0.750 1.210
H 2.404 1.495 -0.630 0.902 0.416 -0.226
```
Forces are in eV/Å.

---

Record 7
Computed, not measured: a cluster of 2 separate species, C8H10N2O4 in total, with the ωB97M-V functional and the def2-TZVPD basis.

**Spin multiplicity**: 1
**Energy above the lowest of the compared OMol25 structures with the same formula, charge and spin**: 175.9 kcal/mol
**HOMO level**: -5.9365 eV
**Maximum force**: 6.10 eV Å⁻¹

```
24
Properties=species:S:1:pos:R:3:forces:R:3
C -5.331 -0.771 1.298 1.102 -0.768 -0.406
C -4.415 -1.087 0.547 0.255 -0.221 1.540
N -3.083 -1.299 0.026 -0.885 0.791 0.003
C -2.441 -2.492 -0.302 1.057 1.729 -0.157
N -1.130 -2.153 -0.745 -3.528 2.266 1.244
C -1.031 -0.737 -0.710 -2.087 2.382 1.271
C 0.131 0.264 -1.106 0.120 0.119 -0.762
O 0.400 1.230 -0.080 -0.195 -1.877 -0.450
C 1.144 0.614 1.015 0.341 -0.370 0.536
C -2.288 -0.126 -0.189 3.803 -4.413 -1.804
H -6.109 -0.598 2.099 1.209 -0.182 -1.735
H -2.905 -3.516 -0.204 0.771 1.546 -0.154
H -0.384 -2.790 -1.044 -0.592 0.291 0.215
H -0.242 0.847 -2.015 0.432 -0.774 1.260
H 1.065 -0.284 -1.437 -0.934 0.503 0.525
H 1.998 1.304 1.300 -1.003 -1.022 -0.489
H 0.480 0.422 1.924 0.624 0.377 -1.206
H 1.529 -0.395 0.656 -0.077 1.347 0.616
H -2.498 0.963 -0.025 -0.151 -1.634 -0.042
C 5.363 2.099 -0.138 2.147 0.437 0.142
O 5.266 3.350 -0.237 0.158 0.015 0.026
O 4.123 1.495 -0.199 -1.509 -0.174 -0.048
O 6.349 1.363 -0.002 -0.447 0.095 -0.042
H 3.673 2.356 -0.299 -0.611 -0.463 -0.085
```
Forces are in eV/Å.

---

Record 8
Computed, not measured: an isolated molecule of C8H10N2O4S2, with the ωB97M-V functional and the def2-TZVPD basis.

**Spin multiplicity**: 3
**HOMO level (spin up / spin down)**: -4.5315 / -7.1592 eV
**Maximum force**: 6.03 eV Å⁻¹

```
26
Properties=species:S:1:pos:R:3:forces:R:3
C 2.301 -0.827 1.203 -0.523 -0.941 1.000
C 3.181 -1.837 1.430 -0.252 0.849 -1.124
C 2.814 -1.415 -0.958 0.500 -1.136 -1.387
C 2.016 -0.693 -0.151 -0.391 1.581 -0.962
C -1.646 -0.594 -0.680 3.148 1.131 1.071
C -2.758 -1.518 -0.651 -0.970 -4.600 -2.398
C -3.017 1.302 0.407 1.256 0.068 0.330
C -0.600 1.532 -0.161 -1.605 -2.607 0.825
N 1.636 3.148 0.054 -4.996 1.409 -3.058
N -1.734 0.647 -0.199 -2.400 3.010 0.467
O -0.429 -0.912 -0.923 -2.141 -1.074 -0.609
O 2.433 3.687 0.720 3.084 1.515 2.629
O 1.842 1.756 0.026 0.858 -5.808 -0.674
O 0.958 0.826 -2.161 -0.199 -0.494 -1.096
S 3.872 -2.457 -0.033 -1.136 0.760 0.307
S 0.831 0.623 -0.758 3.537 3.777 2.360
H 1.775 -0.328 2.004 0.050 0.103 -0.083
H 3.306 -2.186 2.403 0.969 -0.789 1.218
H 2.855 -1.499 -2.062 -0.151 0.371 0.971
H -2.441 -2.598 -1.070 -0.090 2.542 0.879
H -3.621 -1.347 -1.313 0.422 0.806 0.117
H -3.200 -1.807 0.284 0.195 0.575 0.903
H -2.731 1.310 1.490 -0.511 0.703 -0.852
H -3.185 2.327 -0.057 0.518 -1.396 0.779
H -3.972 0.750 0.378 0.828 -0.273 -0.619
H -0.486 2.110 0.778 0.000 -0.082 -0.995
```
Forces are in eV/Å.

---

Record 9
Computed, not measured: a structure of composition C8H10N2OsS, with the ωB97M-V functional and the def2-TZVPD basis.

**Spin multiplicity**: 5
**Energy above the lowest of the compared OMol25 structures with the same formula, charge and spin**: 55.1 kcal/mol
**HOMO level (spin up / spin down)**: -4.2439 / -8.6194 eV
**Maximum force**: 9.13 eV Å⁻¹

```
22
Properties=species:S:1:pos:R:3:forces:R:3
C -0.942 1.012 -1.636 -1.126 1.826 -0.618
C 0.443 0.792 -1.901 1.401 0.402 -3.427
C 1.219 1.576 -1.019 0.305 2.497 -1.994
C 0.299 2.327 -0.197 1.499 2.097 0.246
C -1.022 1.982 -0.578 -1.466 0.626 -1.549
Os 0.075 0.332 0.074 2.099 -4.830 7.456
N -1.189 -1.209 0.684 -0.088 1.583 -0.831
C -0.237 -2.215 0.354 -2.156 -3.471 1.121
C 0.856 -1.593 -0.417 2.716 -0.935 -2.180
H 2.285 1.542 -0.919 0.294 0.125 -0.019
H 0.832 0.080 -2.622 -0.129 0.368 0.128
H 0.596 2.918 0.666 -0.158 0.150 -0.408
H -1.926 2.291 -0.085 -0.098 0.216 -0.045
H -1.747 0.547 -2.132 -0.680 -0.316 -0.471
H 0.928 -1.870 -1.514 -0.610 0.241 1.253
H -0.959 -2.885 -0.309 1.807 0.350 1.165
H -2.035 -0.892 1.095 -1.103 -1.507 0.864
H 1.951 -1.726 -0.073 -1.931 0.000 0.014
H 0.102 -2.714 1.338 -0.552 0.190 -1.568
S 1.293 -0.176 2.066 -0.015 0.230 0.559
C 0.018 -0.093 3.156 -2.077 0.395 2.506
N -0.842 -0.025 3.969 2.069 -0.239 -2.202
```
Forces are in eV/Å.

---

Record 10
Computed, not measured: an isolated molecule of C8H10N2S2, with the ωB97M-V functional and the def2-TZVPD basis.

**Spin multiplicity**: 1
**Energy above the lowest of the compared OMol25 structures with the same formula, charge and spin**: 66.9 kcal/mol
**HOMO level**: -8.7737 eV
**Maximum force**: 5.09 eV Å⁻¹

```
22
Properties=species:S:1:pos:R:3:forces:R:3
S 2.634 0.408 -0.219 -1.199 1.634 -0.298
C 0.742 0.690 0.056 2.546 1.794 -4.022
C 0.062 -0.553 -0.358 -1.203 0.517 0.234
C -1.087 -0.591 -1.160 0.110 -0.318 0.455
C -1.804 -1.782 -1.248 -0.652 1.089 -1.012
C -1.371 -2.874 -0.544 -0.307 -2.950 -0.272
C -0.207 -2.904 0.187 1.164 1.381 -0.071
C 0.484 -1.667 0.278 0.813 -3.195 1.942
N 0.370 1.221 1.286 -3.059 -2.615 0.638
N 0.486 2.586 1.384 0.764 0.364 0.939
C 0.169 3.274 0.157 1.325 1.217 -0.237
S 0.455 2.105 -1.263 -0.077 0.081 1.317
H 2.508 -0.419 0.750 0.841 -1.161 1.301
H -1.370 0.333 -1.627 -0.320 0.002 -0.338
H -2.686 -1.876 -1.926 0.783 0.217 0.779
H -1.877 -3.857 -0.672 0.082 0.922 0.065
H 0.255 -3.827 0.585 -0.683 0.707 -0.059
H 1.371 -1.652 0.960 -1.037 -0.066 -0.853
H -0.656 0.821 1.328 2.141 1.707 0.773
H 1.452 2.810 1.685 -0.949 -0.451 -0.325
H -0.873 3.630 0.145 0.490 -0.046 -0.075
H 0.943 4.124 0.214 -1.573 -0.832 -0.883
```
Forces are in eV/Å.

---

- The highest maximum force belongs to which entry?
  C8H10N2OsS